{"formula": "C28H35F21O14", "method": "the ωB97M-V functional and the def2-TZVPD basis", "elements": ["C", "C", "O", "C", "O", "C", "F", "F", "F", "H", "H", "H", "H", "H", "C", "C", "O", "C", "O", "C", "F", "F", "F", "H", "H", "H", "H", "H", "C", "C", "O", "C", "O", "C", "F", "F", "F", "H", "H", "H", "H", "H", "C", "C", "O", "C", "O", "C", "F", "F", "F", "H", "H", "H", "H", "H", "C", "C", "O", "C", "O", "C", "F", "F", "F", "H", "H", "H", "H", "H", "C", "C", "O", "C", "O", "C", "F", "F", "F", "H", "H", "H", "H", "H", "C", "C", "O", "C", "O", "C", "F", "F", "F", "H", "H", "H", "H", "H"], "coordinates": [[1.546, -0.517, -3.086], [0.898, 0.601, -3.923], [1.166, 0.476, -5.246], [0.379, -0.302, -6.078], [-0.668, -0.852, -5.765], [0.925, -0.246, -7.557], [1.925, 0.603, -7.692], [1.414, -1.448, -7.821], [-0.125, -0.037, -8.385], [1.116, -0.577, -2.086], [2.630, -0.456, -2.992], [1.482, -1.452, -3.641], [1.297, 1.509, -3.471], [-0.162, 0.678, -3.682], [-1.068, -5.555, 1.352], [-1.442, -4.017, 1.144], [-2.294, -3.859, 0.009], [-3.648, -3.860, 0.163], [-4.215, -3.975, 1.240], [-4.462, -3.753, -1.160], [-4.026, -4.687, -2.049], [-5.786, -3.892, -0.942], [-4.296, -2.550, -1.609], [-0.207, -5.497, 2.017], [-0.667, -6.026, 0.454], [-1.926, -6.150, 1.664], [-0.556, -3.402, 0.987], [-1.858, -3.633, 2.075], [-1.791, 1.307, 0.518], [-1.377, -0.039, 0.111], [-0.007, -0.280, 0.053], [0.585, -0.713, 1.179], [0.006, -0.746, 2.252], [2.068, -1.135, 1.048], [2.337, -1.256, -0.238], [2.899, -0.185, 1.521], [2.315, -2.288, 1.761], [-1.205, 2.110, 0.072], [-1.738, 1.353, 1.606], [-2.794, 1.594, 0.201], [-1.735, -0.092, -0.917], [-1.909, -0.752, 0.740], [-5.195, 4.469, -1.195], [-6.484, 4.400, -0.395], [-7.227, 5.635, -0.442], [-8.314, 5.838, -1.300], [-8.809, 4.939, -2.000], [-8.972, 7.214, -1.237], [-8.636, 7.962, -2.304], [-10.277, 7.026, -1.260], [-8.601, 7.924, -0.125], [-4.524, 5.236, -0.808], [-5.439, 4.593, -2.250], [-4.667, 3.518, -1.112], [-6.325, 4.098, 0.640], [-7.041, 3.622, -0.916], [3.278, -6.295, 7.605], [1.889, -5.758, 7.907], [1.214, -5.323, 6.698], [1.602, -4.217, 5.988], [2.642, -3.628, 6.164], [0.586, -3.833, 4.876], [-0.497, -4.618, 4.757], [0.119, -2.612, 5.191], [1.150, -3.711, 3.657], [3.968, -5.600, 7.126], [3.163, -7.142, 6.929], [3.754, -6.738, 8.480], [1.874, -4.982, 8.673], [1.474, -6.630, 8.413], [-0.446, 4.162, 1.993], [0.889, 3.635, 1.391], [1.236, 4.346, 0.189], [1.867, 3.824, -0.814], [2.160, 2.688, -0.898], [1.941, 4.769, -2.016], [1.203, 4.356, -3.006], [1.429, 5.955, -1.738], [3.212, 4.891, -2.458], [-0.593, 3.900, 3.040], [-1.281, 3.705, 1.462], [-0.455, 5.252, 2.005], [0.835, 2.563, 1.200], [1.690, 3.859, 2.095], [6.097, -1.952, -0.511], [6.553, -0.494, -0.631], [6.336, -0.034, -1.995], [6.123, 1.304, -2.148], [6.216, 2.175, -1.225], [5.727, 1.663, -3.604], [6.649, 2.522, -4.081], [5.624, 0.548, -4.465], [4.608, 2.331, -3.632], [5.101, -2.226, -0.859], [6.250, -2.262, 0.523], [6.674, -2.650, -1.118], [7.603, -0.307, -0.408], [6.021, 0.087, 0.122]], "forces_ev_per_angstrom": [[0.12, -0.53, -0.72], [-0.29, -0.36, 3.98], [-0.07, -0.87, -3.85], [-1.62, 0.98, 1.76], [2.61, 0.99, -0.74], [-0.85, -0.82, 1.43], [-0.52, 0.64, -0.54], [0.16, -0.80, -0.44], [1.14, 0.47, 0.33], [-0.06, -0.10, -0.32], [0.09, 0.78, 0.09], [-0.71, -0.33, 0.26], [0.30, 0.47, -0.95], [-0.28, -0.43, -0.44], [0.24, 1.92, -0.69], [0.41, -1.91, 0.80], [-1.78, 0.57, -0.97], [0.15, -1.10, 2.83], [0.94, 0.37, -1.98], [0.10, -1.42, 0.97], [-0.62, 0.87, 0.50], [0.99, -0.53, -0.11], [0.48, 1.56, -1.33], [-0.39, -0.53, 0.57], [-0.17, 0.33, -0.32], [0.23, 0.21, 0.47], [0.02, -0.25, -0.50], [-0.55, -0.06, -0.21], [0.14, 1.86, 1.27], [-2.27, -0.36, -1.40], [2.41, -0.73, 0.43], [-1.98, 0.54, 2.06], [1.15, -0.20, -1.41], [0.22, 0.11, 0.59], [0.54, -0.92, -0.22], [-0.58, -0.41, 0.15], [-0.39, 1.50, -1.40], [0.47, -0.21, 0.03], [-0.02, 0.54, 0.06], [-0.25, -0.65, 0.09], [0.29, -0.85, -0.15], [0.31, -0.35, -0.16], [0.04, 0.29, 0.39], [-0.32, -0.93, -1.39], [-1.57, 1.56, -0.97], [0.87, -4.99, -0.38], [1.60, 3.02, 1.90], [0.85, 1.12, 0.57], [0.01, -0.38, 0.31], [-0.21, 0.31, 0.33], [-0.61, -0.84, -1.02], [-0.02, 0.16, -0.31], [0.20, 0.32, 0.04], [-0.09, -0.12, 0.11], [-0.20, 0.48, 0.02], [-0.54, -0.01, 0.42], [0.46, -0.11, -0.62], [1.74, 0.13, 0.35], [-0.94, 0.60, -0.54], [1.79, -1.62, 1.53], [-1.61, -0.22, -0.47], [-0.90, 0.91, -0.45], [0.82, -0.18, 0.18], [0.18, -0.04, 0.18], [0.07, -0.56, 0.82], [-0.14, 0.13, 0.22], [-0.07, -0.01, -0.21], [-0.12, 0.32, 0.26], [0.10, 0.41, -0.39], [-1.43, 0.21, -0.82], [0.62, -0.18, -0.56], [-0.29, 0.05, 1.07], [-1.06, 1.96, 0.86], [-1.16, -0.05, -0.03], [1.24, -2.29, -0.54], [0.88, 1.06, 0.16], [-0.66, -1.60, -1.31], [0.47, 1.16, 0.70], [-0.50, 0.02, 0.40], [0.50, -0.42, 0.01], [-0.08, 0.59, -0.10], [-0.18, -0.03, -0.46], [0.16, 0.08, -0.07], [0.10, -0.29, -0.04], [0.90, -0.43, -0.45], [-0.35, -0.43, 0.14], [-0.75, 1.96, 0.10], [0.61, 1.05, 4.05], [-0.49, -3.61, -4.22], [0.95, -0.60, -1.08], [0.19, -0.87, -0.16], [0.30, 2.11, 1.71], [-1.21, -0.18, 0.10], [-0.38, 0.88, 0.40], [-0.25, 0.00, 0.04], [0.61, 0.25, -0.03], [0.11, -0.50, -0.06], [-0.34, 0.39, -0.52]], "lowdin_charge": [-0.036, -0.255, 0.017, -0.285, 0.148, -0.549, 0.189, 0.171, 0.158, 0.051, 0.071, 0.082, 0.111, 0.124, -0.027, -0.183, 0.004, -0.327, 0.142, -0.552, 0.153, 0.160, 0.202, 0.056, 0.072, 0.079, 0.106, 0.118, -0.073, -0.245, 0.026, -0.340, 0.146, -0.498, 0.170, 0.162, 0.134, 0.074, 0.090, 0.089, 0.135, 0.131, -0.064, -0.211, -0.003, -0.274, 0.127, -0.534, 0.162, 0.189, 0.137, 0.079, 0.085, 0.068, 0.126, 0.114, -0.080, -0.190, 0.012, -0.328, 0.161, -0.508, 0.158, 0.156, 0.141, 0.072, 0.081, 0.081, 0.126, 0.120, -0.043, -0.158, 0.046, -0.432, 0.180, -0.576, 0.199, 0.177, 0.163, 0.082, 0.045, 0.081, 0.102, 0.131, -0.059, -0.182, 0.012, -0.283, 0.097, -0.501, 0.154, 0.102, 0.191, 0.070, 0.081, 0.073, 0.130, 0.115], "e_homo_ha": -0.4093, "e_tot_ev": -115334.8549, "homo_lumo_gap_ha": 0.41244, "smiles": "CCOC(=O)C(F)(F)F.CCOC(=O)C(F)(F)F.CCOC(=O)C(F)(F)F.CCOC(=O)C(F)(F)F.CCOC(=O)C(F)(F)F.CCOC(=O)C(F)(F)F.CCOC(=O)C(F)(F)F", "relative_energy_kcal_mol": 90.6, "charge": 0, "largest_force_ha_per_bohr": 0.1085}